[1]
Below is C14H10KN4O3S2 as an isolated structure, with properties calculated with the ωB97M-V functional and the def2-TZVPD basis.

As for the net charge: -1. The orbital gap comes out at 6.46 eV.

```
34
Properties=species:S:1:pos:R:3:forces:R:3
K 2.1580 2.1477 -3.1929 0.08 0.03 -0.18
S 3.7143 -0.2953 -3.9375 0.24 0.43 0.70
C 4.4102 0.0996 -2.3661 0.16 -0.61 0.28
C 5.1409 -0.9091 -1.6669 -0.09 0.53 0.16
C 5.7299 -0.6487 -0.4410 -0.46 -0.59 -0.95
C 5.6042 0.6097 0.1178 -0.08 0.88 0.05
C 4.8813 1.5492 -0.5884 -0.41 -0.19 -0.44
N 4.2661 1.3023 -1.7648 0.25 0.29 -0.05
H 5.1847 -1.8730 -2.1390 0.17 -0.27 0.00
H 6.2624 -1.4380 0.0618 0.15 -0.13 0.16
H 6.0517 0.8845 1.0592 0.09 -0.06 0.12
H 4.7527 2.5680 -0.2149 0.03 -0.28 0.04
O -6.2016 0.7539 0.0355 -0.26 -0.30 0.25
S -6.4003 -0.3584 0.9556 0.74 -0.70 -0.64
O -7.2837 -0.0591 2.0689 0.40 -0.38 -0.25
O -6.5263 -1.6791 0.3174 -0.88 0.56 0.11
C -4.7182 -0.7491 1.5522 -0.86 1.60 1.11
N -4.5676 -1.3452 2.7435 0.11 -0.21 -0.64
C -3.3149 -1.6095 3.0867 -0.68 -0.06 0.08
C -2.2270 -1.2514 2.3112 0.26 0.24 -0.29
C -2.4985 -0.5443 1.1421 -1.03 -0.17 0.12
N -3.7580 -0.2718 0.7851 0.51 -0.77 0.25
C -1.5235 0.0225 0.1961 0.50 0.05 0.33
C -0.1527 -0.1529 0.3658 0.18 0.39 -0.49
C 0.6953 0.4838 -0.5349 -0.27 -0.10 0.10
N 0.2536 1.2670 -1.5225 0.18 0.23 0.17
C -1.0601 1.4642 -1.6399 -0.22 -0.60 0.28
C -1.9981 0.8323 -0.8364 0.46 0.33 -0.07
H -3.2457 -2.1260 4.0383 0.48 0.02 0.01
H -1.2281 -1.4691 2.6407 0.25 -0.07 0.03
H 0.2675 -0.7354 1.1804 -0.14 0.04 -0.18
H 1.7718 0.3858 -0.4526 0.05 -0.09 -0.03
H -1.3757 2.1447 -2.4174 -0.08 0.05 -0.15
H -3.0645 1.0002 -0.9433 0.14 -0.07 0.00
```
Forces are in eV/Å.

Atom charges from the Löwdin analysis, given in e for atoms 1 to 6: 0.7101, 0.3399, -0.8510, -0.1246, -0.0993, -0.1140



[2]
Below is one molecule with the formula C14H10N4, with properties calculated with the ωB97M-V functional and the def2-TZVPD basis.

As for the net charge: 0. As for the energy relative to the best compared isomer or geometry (same formula, charge and spin): 0.0 kcal/mol. The orbital gap comes out at 8.79 eV. Its SMILES is c1ccc(-c2ccc(-c3ccccn3)nn2)nc1.

```
28
Properties=species:S:1:pos:R:3:forces:R:3
C 2.8247 -4.3240 -1.9316 -0.03 0.09 0.01
C 3.1227 -3.0480 -2.3866 -0.08 -0.08 0.08
C 2.4007 -1.9771 -1.8924 -0.11 -0.07 0.11
C 1.3995 -2.2263 -0.9525 0.54 -0.27 -0.44
N 1.1148 -3.4525 -0.5169 -0.30 0.31 0.23
C 1.8095 -4.4652 -0.9957 0.23 -0.31 -0.17
H 1.5375 -5.4389 -0.6083 0.06 -0.11 -0.04
C 0.6051 -1.1268 -0.3943 -0.78 0.29 0.67
N 0.8787 0.1027 -0.8214 0.67 -0.91 -0.50
N 0.2264 1.1244 -0.3823 -0.49 1.18 0.27
C -0.7363 0.9854 0.5227 -0.01 -0.93 0.14
C -1.0869 -0.2747 1.0328 0.25 0.20 -0.28
C -0.3998 -1.3655 0.5554 0.18 0.22 -0.18
H -0.5939 -2.3744 0.8830 -0.01 -0.04 0.03
H -1.8548 -0.3724 1.7865 -0.05 -0.01 0.03
C -1.4249 2.2096 0.9635 -0.46 0.28 0.08
N -0.6737 3.2870 1.1602 0.42 -0.28 -0.11
C -1.2576 4.3998 1.5549 -0.22 0.30 0.12
C -2.6233 4.5129 1.7770 -0.05 -0.12 -0.04
C -3.4120 3.3928 1.5665 0.07 0.07 0.05
C -2.8077 2.2179 1.1551 0.20 0.04 -0.01
H -3.3942 1.3318 0.9641 -0.03 -0.07 -0.02
H -4.4812 3.4339 1.7191 -0.05 0.01 0.00
H -3.0553 5.4468 2.1009 -0.01 0.09 0.02
H -0.5955 5.2430 1.7030 -0.02 0.13 0.04
H 2.5838 -0.9624 -2.2055 0.03 0.06 -0.04
H 3.9057 -2.8929 -3.1149 0.04 0.02 -0.04
H 3.3636 -5.1868 -2.2911 0.03 -0.08 -0.01
```
Forces are in eV/Å.

Atom charges from the Löwdin analysis, given in e for atoms 1 to 6: -0.0644, -0.0619, -0.0080, -0.2334, 0.1063, -0.1420



[3]
Below is C14H11AuCl2N3O3 as an isolated structure, with properties calculated with the ωB97M-V functional and the def2-TZVPD basis.

As for the net charge: +1. As for the expectation value of S²: 2.01. As for the energy relative to the best compared isomer or geometry (same formula, charge and spin): 0.5 kcal/mol. The orbital gap (alpha / beta) comes out at 7.52 / 7.39 eV. As for the spin multiplicity: 3.

```
34
Properties=species:S:1:pos:R:3:forces:R:3
Au -1.1959 0.9759 -0.1356 0.13 -0.11 0.37
O -0.1871 -1.8748 2.6097 -0.08 -0.01 -0.02
C -0.7342 -1.1219 1.8293 0.12 0.12 0.03
N -0.4028 0.1632 1.6175 -0.18 0.12 0.04
C 0.8081 0.7802 2.0853 -0.04 -0.09 -0.07
C 1.1144 2.0264 1.2838 -0.03 0.01 -0.01
C 2.1999 2.8194 1.6239 0.05 0.04 0.03
C 2.5158 3.9226 0.8561 -0.02 0.01 -0.01
C 1.7259 4.2331 -0.2450 0.05 0.02 0.04
C 0.6449 3.4328 -0.5214 -0.07 -0.03 -0.02
N 0.3453 2.3526 0.2235 -0.18 -0.10 -0.10
C -1.8974 -1.5827 0.9658 0.06 -0.05 -0.11
C -2.4472 -2.8295 1.1674 -0.01 -0.04 0.05
C -3.4142 -3.2909 0.2876 -0.05 0.03 -0.01
C -3.8076 -2.4841 -0.7691 -0.01 -0.04 0.05
C -3.2424 -1.2312 -0.8989 -0.01 0.08 0.03
N -2.3097 -0.7927 -0.0466 0.02 0.19 -0.11
H 1.6557 0.0900 2.0053 0.03 0.01 0.01
H 0.7228 1.0510 3.1419 0.01 0.03 0.01
H 2.7909 2.5565 2.4918 0.00 -0.02 -0.04
H 3.3683 4.5384 1.1100 -0.01 -0.01 0.00
H 1.9421 5.0819 -0.8771 -0.02 0.00 0.02
H -0.0116 3.6398 -1.3549 -0.01 -0.03 0.01
H -2.0902 -3.4114 2.0060 0.04 -0.02 -0.05
H -3.8538 -4.2705 0.4203 0.02 0.01 0.00
H -4.5439 -2.8122 -1.4883 -0.02 0.01 0.02
H -3.5354 -0.5585 -1.6925 0.04 0.00 0.00
Cl 2.1141 -3.5576 -1.7036 -0.02 0.07 0.01
C 2.2816 -2.5223 -3.0406 0.11 -0.34 -0.20
Cl 1.1380 -2.6193 -4.2908 0.00 0.03 0.03
C 1.6832 -0.1792 -1.7985 -0.11 0.30 0.20
O 2.7804 0.1910 -1.7917 -0.17 -0.12 -0.03
O 0.5533 -0.4629 -1.7469 0.38 -0.10 -0.20
H 3.2887 -2.2529 -3.3236 -0.02 0.03 0.03
```
Forces are in eV/Å.

Atom charges from the Löwdin analysis, given in e for atoms 1 to 6: 1.1053, 0.0985, -0.4942, -0.0734, -0.1420, -0.2316



[4]
Below is C14H11ClN2O2Re as an isolated structure, with properties calculated with the ωB97M-V functional and the def2-TZVPD basis.

As for the net charge: +2. As for the expectation value of S²: 3.78. As for the energy relative to the best compared isomer or geometry (same formula, charge and spin): 85.0 kcal/mol. The orbital gap (alpha / beta) comes out at 7.08 / 5.25 eV. As for the spin multiplicity: 4.

```
31
Properties=species:S:1:pos:R:3:forces:R:3
Cl -1.1765 2.4776 -0.8761 0.80 -2.15 0.28
C -3.0550 -0.5952 0.4501 -1.25 -0.74 0.57
C -2.4509 -1.8089 -0.0721 -1.43 -0.71 0.23
C -2.2346 -1.6193 -1.4817 -1.39 0.18 -1.01
H -2.3430 -2.7652 0.4863 0.15 0.93 -0.44
C -2.7164 -0.2938 -1.8472 -0.53 -1.25 0.31
C -3.2029 0.3242 -0.6257 -1.33 0.41 -0.54
H -3.6603 1.3278 -0.5913 0.34 -0.75 0.11
H -3.4652 -0.4711 1.4726 0.61 0.00 -0.73
H -1.8842 -2.3813 -2.2097 0.03 0.70 0.70
C -2.7082 0.3180 -3.2084 0.47 0.11 0.40
Re -1.0857 -0.1451 -0.3086 2.25 2.70 -0.49
C 0.1395 -1.7700 0.1015 5.19 -4.56 1.50
C -0.3224 0.9035 1.2977 1.78 3.25 5.05
O 0.9276 -2.5523 0.4928 -4.96 2.72 -2.64
O 0.2036 1.4561 2.1837 -3.08 -1.92 -3.87
H -1.8262 -0.0378 -3.7475 -0.20 0.13 -0.17
H -2.6569 1.4015 -3.0823 -0.07 -0.09 -0.32
H -3.6103 0.0444 -3.7685 0.10 -0.01 0.20
N 5.9129 0.9424 2.9253 1.41 -0.02 0.87
C 4.9095 0.8546 2.3991 1.07 1.27 0.22
C 3.7277 0.7779 1.7095 -2.58 -2.89 -1.43
C 2.8646 -0.2571 2.1900 0.14 0.61 1.97
C 1.7134 -0.4559 1.4060 5.09 0.38 3.59
N 1.5943 0.0662 0.2227 -2.24 0.49 -1.51
C 2.3615 1.0204 -0.2933 1.61 1.50 -0.78
C 3.4774 1.3790 0.4373 0.84 -0.10 1.86
H 3.0072 -0.8017 3.3610 -0.38 1.79 -4.00
H 1.1095 -1.0162 2.0704 -1.80 -0.66 -0.80
H 2.1962 1.5862 -1.2892 -0.27 -1.59 1.66
H 4.2537 2.0912 0.1957 -0.38 0.26 -0.80
```
Forces are in eV/Å.

Atom charges from the Löwdin analysis, given in e for atoms 1 to 6: 0.1872, -0.1330, -0.1622, -0.1046, 0.1704, -0.3524



[5]
Below is C14H11ClN3O6V as an isolated structure, with properties calculated with the ωB97M-V functional and the def2-TZVPD basis.

As for the net charge: +2. As for the energy relative to the best compared isomer or geometry (same formula, charge and spin): 14.4 kcal/mol. The orbital gap (alpha / beta) comes out at 6.06 / 6.06 eV.

```
36
Properties=species:S:1:pos:R:3:forces:R:3
V 0.1693 0.2605 0.0582 -0.15 0.37 0.50
O 4.2156 -0.4630 4.1228 -0.02 -0.12 -0.09
C 4.7497 -0.5528 2.9136 -0.21 0.59 -0.01
O 5.9159 -0.6849 2.7297 0.21 -0.26 -0.08
C 3.8338 -0.3592 1.7131 -0.10 -0.17 0.00
C 4.2714 -0.3884 0.3616 0.01 0.01 0.02
Cl 5.8009 -0.7285 -0.1854 0.18 -0.04 -0.06
N 3.2183 -0.1388 -0.4535 0.03 0.02 -0.03
N 2.1169 0.0029 0.3010 -0.22 -0.02 0.36
C 2.4844 -0.1249 1.6007 -0.10 -0.03 -0.15
C 1.3332 -0.0047 2.5365 0.13 -0.06 -0.34
O 1.3509 -0.0230 3.7125 0.05 0.05 0.30
O 0.1368 0.1047 1.8184 0.13 -0.11 -0.37
C 3.0567 -0.0073 -1.8834 0.01 -0.08 0.16
C 4.1221 0.2039 -2.7388 0.05 0.02 -0.09
C 3.8915 0.3041 -4.1077 0.04 0.01 0.03
C 2.6142 0.2070 -4.6296 0.09 0.01 -0.11
C 1.5396 0.0326 -3.7726 -0.11 0.02 0.02
C 1.7704 -0.0709 -2.4152 -0.02 0.16 0.03
H 3.2604 -0.3001 4.1500 -0.08 -0.06 0.00
H 5.1264 0.3002 -2.3697 0.07 0.00 0.02
H 4.7353 0.4631 -4.7653 0.00 0.00 0.01
H 2.4488 0.2755 -5.6963 0.01 0.00 0.02
H 0.5316 -0.0335 -4.1588 0.00 0.00 0.01
H 0.8609 -0.2119 -1.8215 -0.17 -0.39 0.10
O -1.4328 -0.0637 -0.2363 0.08 -0.01 -0.26
O -2.5595 -0.3701 -0.5420 0.16 -0.02 0.08
C -1.5594 5.2612 -0.3618 0.04 -0.03 0.00
C -0.0889 4.7952 -0.3319 -0.09 -0.05 0.02
C 0.0232 3.3519 -0.2472 -0.05 0.20 -0.05
N 0.0891 2.2053 -0.1918 -0.03 0.00 -0.04
H -1.5652 6.3446 -0.4549 0.01 -0.01 0.01
H -2.0749 4.9915 0.5577 0.01 0.00 -0.01
H -2.0900 4.8398 -1.2134 0.02 0.01 0.01
H 0.4541 5.2036 0.5248 0.00 0.00 0.02
H 0.4553 5.0955 -1.2322 0.00 0.00 -0.02
```
Forces are in eV/Å.

Atom charges from the Löwdin analysis, given in e for atoms 1 to 6: 1.1476, 0.1881, -0.4669, 0.1521, 0.0148, -0.5142



[6]
Below is C14H11CrNO7 as an isolated structure, with properties calculated with the ωB97M-V functional and the def2-TZVPD basis.

As for the net charge: +1. As for the expectation value of S²: 3.78. As for the energy relative to the best compared isomer or geometry (same formula, charge and spin): 0.0 kcal/mol. The orbital gap (alpha / beta) comes out at 8.03 / 8.34 eV. As for the spin multiplicity: 4.

```
34
Properties=species:S:1:pos:R:3:forces:R:3
Cr 0.6519 1.1118 -0.0996 -0.10 0.06 0.02
O -2.3319 3.6487 1.1206 0.02 0.00 0.01
C -1.3105 3.0293 0.6112 0.02 -0.05 -0.08
O -1.0183 1.8648 0.8779 0.01 0.03 0.03
C -0.4996 3.8523 -0.3537 -0.08 0.04 0.06
O 0.6618 3.1156 -0.7168 0.05 -0.06 0.07
C 0.8710 2.9935 -2.1573 -0.01 0.04 -0.06
C 0.0597 1.8028 -2.6742 0.01 -0.04 -0.01
O -0.2671 1.7054 -3.8169 -0.01 0.04 0.00
O -0.2165 0.9156 -1.7177 0.05 -0.02 0.00
H -2.8250 3.0667 1.7257 -0.01 0.02 0.00
H -0.2153 4.7939 0.1191 0.02 0.00 -0.01
H -1.1256 4.0767 -1.2215 0.00 -0.02 0.00
H 1.9372 2.8176 -2.2913 -0.01 -0.03 0.01
H 0.5866 3.9172 -2.6549 0.01 -0.01 -0.01
O 4.2327 -0.3740 0.0973 -0.04 -0.04 0.03
C 3.0561 -0.1805 0.0865 0.12 0.08 -0.08
O 2.4750 0.9804 -0.2332 -0.05 0.05 0.00
C 2.0436 -1.2408 0.4379 0.04 -0.13 0.06
C 2.4365 -2.5396 0.7593 -0.07 0.04 -0.01
C 1.4557 -3.4522 1.0383 0.04 0.01 0.00
C 0.0979 -3.0802 0.9684 -0.03 0.00 0.00
C -0.9486 -4.0036 1.2079 -0.01 0.02 0.00
C -2.2494 -3.6144 1.0883 0.02 -0.03 0.01
C -2.5609 -2.2894 0.7143 -0.01 0.05 -0.01
C -1.5782 -1.3681 0.4872 -0.03 -0.04 0.01
C -0.2271 -1.7472 0.6229 -0.01 -0.03 0.01
N 0.7780 -0.8443 0.3971 0.02 0.01 -0.04
H 3.4905 -2.7744 0.7723 0.01 0.01 0.00
H 1.7095 -4.4722 1.2990 -0.01 0.00 0.00
H -0.6930 -5.0202 1.4766 0.00 0.00 0.00
H -3.0488 -4.3201 1.2657 0.00 0.00 0.00
H -3.5975 -2.0045 0.5942 0.00 0.00 0.00
H -1.8306 -0.3665 0.1694 0.02 0.01 0.01
```
Forces are in eV/Å.

Atom charges from the Löwdin analysis, given in e for atoms 1 to 6: 1.1118, 0.2267, -0.4216, 0.0454, -0.0327, -0.1942



Strongest force on any atom for every record listed, in sequence, given in eV Å⁻¹: 2.1, 1.3, 0.4, 7.1, 0.6, 0.2.